{
  "formula": "C50H78BF2IN8O14S",
  "method": "ωB97M-V/def2-TZVPD",
  "smiles": "CB(O)c1c(F)cc2c(c1S(=O)(=O)F)C(=O)c1cc(COc3cc(C)ccc3C(C)C)c(I)cc1C2=O.CNC(C)=O.CNC(C)=O.CNC(C)=O.CNC(C)=O.CNC(C)=O.CNC(C)=O.CNC(C)=O.CNC(C)=O",
  "total_energy_ha": -4363.472848,
  "lumo_energy_ev": -1.634,
  "orbital_gap_ev": 5.7918,
  "e_homo_ev": -7.426,
  "symbols": ["C", "B", "O", "C", "C", "F", "C", "C", "C", "C", "S", "O", "O", "F", "C", "O", "C", "C", "C", "C", "O", "C", "C", "C", "C", "C", "C", "C", "C", "C", "C", "C", "I", "C", "C", "C", "O", "H", "H", "H", "H", "H", "H", "H", "H", "H", "H", "H", "H", "H", "H", "H", "H", "H", "H", "H", "H", "H", "H", "C", "C", "O", "N", "C", "H", "H", "H", "H", "H", "H", "H", "C", "C", "O", "N", "C", "H", "H", "H", "H", "H", "H", "H", "C", "C", "O", "N", "C", "H", "H", "H", "H", "H", "H", "H", "C", "C", "O", "N", "C", "H", "H", "H", "H", "H", "H", "H", "C", "C", "O", "N", "C", "H", "H", "H", "H", "H", "H", "H", "C", "C", "O", "N", "C", "H", "H", "H", "H", "H", "H", "H", "C", "C", "O", "N", "C", "H", "H", "H", "H", "H", "H", "H", "C", "C", "O", "N", "C", "H", "H", "H", "H", "H", "H", "H"],
  "positions_angstrom": [[3.405, -5.708, 0.730], [4.544, -4.579, 1.013], [5.955, -4.934, 1.094], [4.025, -3.023, 1.230], [3.939, -2.586, 2.734], [4.257, -3.481, 3.809], [3.476, -1.158, 3.152], [3.148, -0.180, 1.997], [3.233, -0.597, 0.479], [3.652, -2.057, 0.045], [3.706, -2.579, -1.715], [2.833, -1.728, -2.623], [3.230, -4.007, -1.934], [5.286, -2.334, -2.252], [2.866, 0.574, -0.550], [3.516, 0.884, -1.573], [1.573, 1.456, -0.149], [0.504, 1.898, -1.193], [-0.666, 2.791, -0.645], [-1.795, 3.293, -1.669], [-3.076, 2.650, -1.457], [-2.993, 1.253, -1.726], [-2.540, 0.657, -3.103], [-2.501, -0.890, -3.360], [-2.041, -1.515, -4.784], [-2.894, -1.898, -2.253], [-3.347, -1.308, -0.865], [-3.408, 0.219, -0.610], [-3.870, 0.836, 0.808], [-5.145, 1.817, 0.702], [-4.297, -0.342, 1.853], [-0.748, 3.233, 0.866], [-2.383, 4.515, 1.585], [0.327, 2.755, 1.876], [1.494, 1.866, 1.374], [2.657, 1.324, 2.354], [3.123, 1.983, 3.317], [3.011, -6.143, 1.724], [3.841, -6.520, 0.043], [2.522, -5.172, 0.225], [6.091, -5.595, 1.818], [3.367, -0.805, 4.227], [0.573, 1.605, -2.306], [-1.365, 3.138, -2.722], [-1.951, 4.412, -1.452], [-2.239, 1.374, -3.951], [-0.933, -1.295, -4.951], [-2.190, -2.659, -4.737], [-2.696, -1.076, -5.621], [-2.889, -3.034, -2.406], [-3.616, -2.094, -0.067], [-2.955, 1.376, 1.264], [-5.014, 2.667, 1.475], [-6.078, 1.172, 0.921], [-5.293, 2.266, -0.337], [-4.549, 0.153, 2.862], [-5.275, -0.827, 1.488], [-3.490, -1.138, 1.972], [0.327, 3.041, 2.992], [-1.876, 7.313, -2.675], [-1.765, 6.321, -3.802], [-1.874, 5.114, -3.624], [-1.535, 6.804, -5.054], [-1.377, 8.183, -5.470], [-2.059, 6.780, -1.741], [-0.945, 7.874, -2.576], [-2.711, 7.993, -2.854], [-1.473, 6.080, -5.757], [-2.147, 8.408, -6.211], [-0.394, 8.292, -5.935], [-1.462, 8.878, -4.637], [3.400, 6.231, -7.842], [2.050, 6.663, -7.337], [1.585, 7.770, -7.579], [1.338, 5.778, -6.587], [1.706, 4.435, -6.193], [3.845, 7.040, -8.422], [4.061, 6.004, -7.002], [3.297, 5.358, -8.490], [0.443, 6.139, -6.284], [0.952, 3.745, -6.578], [1.710, 4.386, -5.102], [2.686, 4.147, -6.571], [3.599, -8.821, 4.348], [4.208, -7.450, 4.463], [5.302, -7.178, 3.980], [3.505, -6.495, 5.130], [2.210, -6.614, 5.765], [4.274, -9.471, 3.792], [3.446, -9.249, 5.341], [2.650, -8.766, 3.809], [3.977, -5.602, 5.166], [1.535, -5.890, 5.303], [2.326, -6.369, 6.823], [1.791, -7.613, 5.668], [6.389, -7.654, 9.883], [5.522, -6.812, 8.987], [4.304, -6.771, 9.108], [6.134, -6.080, 8.015], [7.547, -5.994, 7.713], [5.761, -8.178, 10.605], [6.930, -8.397, 9.293], [7.090, -7.021, 10.431], [5.489, -5.541, 7.454], [7.855, -4.951, 7.809], [7.696, -6.316, 6.680], [8.149, -6.612, 8.376], [-4.119, -4.534, 1.822], [-3.888, -3.879, 3.158], [-4.509, -2.888, 3.513], [-2.951, -4.426, 3.982], [-2.118, -5.586, 3.747], [-4.892, -3.988, 1.280], [-3.201, -4.514, 1.230], [-4.457, -5.564, 1.962], [-2.851, -3.933, 4.859], [-2.318, -6.317, 4.534], [-1.072, -5.275, 3.807], [-2.305, -6.039, 2.776], [1.549, -3.764, -6.422], [0.679, -2.947, -7.339], [-0.540, -2.925, -7.233], [1.289, -2.216, -8.312], [2.704, -2.110, -8.599], [0.921, -4.290, -5.701], [2.109, -4.505, -6.997], [2.233, -3.113, -5.873], [0.643, -1.694, -8.888], [2.994, -1.061, -8.511], [2.872, -2.442, -9.626], [3.309, -2.710, -7.922], [-1.325, 7.748, 4.499], [-1.283, 6.335, 5.015], [-2.198, 5.545, 4.828], [-0.180, 5.944, 5.712], [0.997, 6.721, 6.037], [-2.262, 7.912, 3.966], [-1.273, 8.454, 5.331], [-0.499, 7.919, 3.805], [-0.224, 4.984, 6.026], [1.868, 6.219, 5.609], [1.100, 6.749, 7.123], [0.941, 7.737, 5.652], [-8.296, 4.643, -1.043], [-7.605, 3.606, -1.887], [-6.649, 2.963, -1.476], [-8.075, 3.393, -3.147], [-9.183, 4.043, -3.812], [-7.810, 4.700, -0.069], [-8.228, 5.623, -1.521], [-9.343, 4.368, -0.892], [-7.562, 2.683, -3.652], [-9.911, 3.279, -4.093], [-8.805, 4.525, -4.717], [-9.665, 4.788, -3.181]]
}

---

{
  "formula": "C9H14F5LiNO4S",
  "method": "ωB97M-V/def2-TZVPD",
  "total_energy_ha": -1611.830210,
  "lumo_energy_ev": -4.736,
  "orbital_gap_ev": 7.4778,
  "e_homo_ev": -12.214,
  "charge": 1,
  "de_lowest_kj_mol": 0.00,
  "symbols": ["C", "C", "O", "O", "C", "C", "C", "C", "C", "N", "C", "F", "F", "C", "F", "F", "S", "O", "O", "F", "H", "H", "H", "H", "H", "H", "H", "H", "H", "H", "H", "H", "H", "H", "Li"],
  "positions_angstrom": [[3.697, -1.288, 0.655], [3.313, -0.057, 1.450], [2.747, -0.159, 2.515], [3.592, 1.181, 0.941], [3.005, 1.414, -0.337], [1.470, 1.322, -0.330], [0.984, 0.496, -1.525], [-0.487, 0.754, -1.890], [-1.393, -0.434, -1.522], [-1.744, -0.328, -0.064], [-3.104, -0.099, 0.180], [-3.939, -1.172, -0.252], [-3.518, 0.956, -0.551], [-3.425, 0.344, 1.695], [-2.507, 1.205, 2.083], [-3.593, -0.694, 2.513], [-1.073, -1.570, 0.852], [0.174, -1.921, 0.307], [-2.016, -2.598, 1.074], [-0.832, -0.850, 2.176], [4.650, -1.170, 0.152], [2.890, -1.479, -0.050], [3.705, -2.106, 1.361], [3.303, 2.416, -0.622], [3.430, 0.746, -1.089], [1.087, 0.943, 0.617], [1.077, 2.331, -0.440], [1.200, -0.559, -1.391], [1.580, 0.824, -2.376], [-0.583, 0.980, -2.949], [-0.868, 1.608, -1.335], [-0.891, -1.363, -1.763], [-2.278, -0.390, -2.149], [-4.401, 0.914, 1.679], [-5.251, -0.197, 0.386]]
}

---

{
  "formula": "C3H10N2O",
  "method": "ωB97M-V/def2-TZVPD",
  "smiles": "CC(N)=O.CN",
  "total_energy_ha": -304.996942,
  "lumo_energy_ev": 0.848,
  "orbital_gap_ev": 9.5810,
  "e_homo_ev": -8.733,
  "de_lowest_kj_mol": 204.02,
  "symbols": ["C", "C", "N", "O", "H", "H", "H", "H", "H", "C", "N", "H", "H", "H", "H", "H"],
  "positions_angstrom": [[1.400, -0.657, 0.543], [0.620, -0.386, -0.724], [1.223, 0.568, -1.543], [0.017, -1.365, -1.335], [0.799, 0.678, -2.453], [1.644, 1.388, -1.132], [0.824, -1.306, 1.202], [2.321, -1.176, 0.274], [1.659, 0.269, 1.063], [-1.651, 0.262, 1.159], [-1.228, 0.350, -0.233], [-1.143, 1.317, -0.535], [-1.208, -0.630, -0.868], [-1.726, -0.787, 1.449], [-0.926, 0.738, 1.826], [-2.624, 0.738, 1.306]]
}

---

{
  "formula": "C18H31N8O6S",
  "method": "ωB97M-V/def2-TZVPD",
  "total_energy_ha": -1992.100141,
  "lumo_energy_ev": -2.709,
  "orbital_gap_ev": 7.8663,
  "e_homo_ev": -10.576,
  "charge": 1,
  "symbols": ["O", "O", "O", "O", "O", "O", "S", "C", "C", "C", "C", "C", "C", "C", "C", "N", "N", "N", "N", "N", "N", "N", "N", "C", "C", "C", "C", "C", "C", "C", "C", "C", "C", "H", "H", "H", "H", "H", "H", "H", "H", "H", "H", "H", "H", "H", "H", "H", "H", "H", "H", "H", "H", "H", "H", "H", "H", "H", "H", "H", "H", "H", "H", "H"],
  "positions_angstrom": [[-2.885, 0.971, -10.022], [-1.095, 2.214, -6.201], [4.419, 1.676, 5.282], [-1.349, 1.151, -2.023], [4.010, -2.743, 7.348], [-2.111, -0.962, -1.750], [-6.143, -1.168, -7.457], [-2.957, 0.968, -8.808], [-2.017, 1.638, -6.753], [5.132, 0.687, 5.414], [-1.772, 0.110, -2.509], [3.202, -1.830, 7.323], [-4.021, 0.291, -8.088], [-4.041, 0.322, -6.715], [0.213, 0.801, 0.989], [0.278, -0.218, 0.180], [-1.974, 1.590, -8.109], [2.239, -1.774, 8.246], [-3.022, 1.007, -6.022], [0.598, 0.736, 2.250], [-2.275, -1.375, -4.524], [4.663, -0.501, 5.807], [-0.256, 1.911, 0.498], [6.611, 0.773, 5.119], [-5.113, -0.456, -8.796], [-5.193, -0.412, -6.082], [1.209, -0.747, 8.414], [-2.937, 1.000, -4.553], [1.105, -0.446, 2.973], [-1.890, -0.015, -4.051], [2.058, -0.025, 4.093], [2.428, -1.210, 4.996], [3.270, -0.773, 6.210], [-2.173, -0.666, -0.831], [0.682, -1.077, 0.506], [0.095, -0.068, -0.798], [-1.279, 2.130, -8.603], [2.274, -2.519, 8.927], [0.549, 1.591, 2.779], [-1.737, -2.105, -4.051], [-2.182, -1.457, -5.539], [5.327, -1.256, 5.920], [-0.304, 2.745, 1.055], [-0.574, 1.937, -0.466], [6.847, 1.783, 4.786], [6.868, 0.059, 4.339], [7.173, 0.550, 6.024], [-4.700, -1.247, -9.431], [-5.704, 0.219, -9.426], [-4.836, -1.190, -5.401], [-5.829, 0.282, -5.525], [0.539, -1.031, 9.228], [1.671, 0.210, 8.669], [0.621, -0.637, 7.501], [-2.672, 2.004, -4.203], [-3.908, 0.765, -4.107], [0.260, -0.985, 3.407], [1.643, -1.117, 2.301], [-0.909, 0.232, -4.469], [2.957, 0.386, 3.636], [1.583, 0.747, 4.700], [2.974, -1.959, 4.419], [1.504, -1.665, 5.355], [2.853, 0.148, 6.619]]
}